47
Properties=species:S:1:pos:R:3:mulliken_charge:R:1 method="wB97M-V/def2-TZVPD" gap_ha=0.373 relative_energy_ev=1.266 lumo_ev=0.76 charge=0 e_homo_ha=-0.34493 smiles=COC(C[C@H](O)[C@@H](C)[C@@H](O)COCc1ccccc1)OC fmax_ha_per_bohr=0.01378
C -6.217 -0.983 0.829 -0.79
O -4.968 -1.009 0.173 -0.36
C -4.301 0.212 0.170 -0.05
C -2.890 -0.041 -0.369 -0.67
C -2.020 -0.689 0.716 -0.23
O -1.811 0.198 1.787 -0.67
C -0.675 -1.232 0.177 0.05
C -0.874 -2.539 -0.585 -1.74
C 0.061 -0.193 -0.685 0.35
O 0.055 1.065 -0.038 -0.60
C 1.516 -0.596 -0.952 -0.93
O 2.129 0.496 -1.610 -0.30
C 3.505 0.302 -1.864 -0.96
C 4.338 0.235 -0.607 0.66
C 4.169 1.196 0.383 -0.06
C 4.914 1.142 1.547 -0.63
C 5.843 0.131 1.729 -0.41
C 6.019 -0.827 0.745 -0.55
C 5.266 -0.779 -0.415 -0.43
O -5.028 1.125 -0.632 -0.42
C -4.819 2.477 -0.321 -0.69
H -6.097 -0.696 1.881 0.31
H -6.614 -1.994 0.766 0.26
H -6.903 -0.285 0.342 0.29
H -4.235 0.621 1.200 0.51
H -2.451 0.910 -0.670 0.32
H -2.981 -0.694 -1.234 0.33
H -2.581 -1.528 1.144 0.58
H -1.198 0.876 1.465 0.47
H -0.060 -1.426 1.063 0.43
H 0.079 -3.018 -0.793 0.50
H -1.476 -3.223 0.008 0.46
H -1.387 -2.364 -1.527 0.33
H -0.446 -0.095 -1.658 0.10
H 0.754 1.585 -0.456 0.41
H 1.567 -1.491 -1.585 0.38
H 2.029 -0.802 -0.002 0.42
H 3.651 -0.610 -2.462 0.37
H 3.802 1.166 -2.466 0.30
H 3.443 1.983 0.236 0.33
H 4.770 1.890 2.312 0.39
H 6.426 0.089 2.636 0.38
H 6.741 -1.619 0.884 0.38
H 5.401 -1.533 -1.178 0.33
H -5.045 2.683 0.733 0.31
H -5.496 3.044 -0.958 0.27
H -3.788 2.789 -0.524 0.25

89
Properties=species:S:1:pos:R:3:mulliken_charge:R:1 method="wB97M-V/def2-TZVPD" gap_ha=0.265 relative_energy_ev=0.991 lumo_ev=2.02 charge=-1 e_homo_ha=-0.19048 fmax_ha_per_bohr=0.07158
Be 0.119 1.231 0.362 -3.20
C 1.027 -0.676 -4.139 -1.61
C 1.139 0.349 -2.965 2.28
C 0.985 1.752 -3.504 -1.47
C 2.432 0.085 -2.268 0.73
C 3.538 -0.551 -2.857 -0.40
C 4.683 -0.909 -2.117 -1.74
C 4.675 -0.639 -0.758 -0.53
C 3.652 0.033 -0.141 0.48
C 3.762 0.235 1.353 1.18
C 4.916 1.142 1.749 -1.41
C 3.945 -1.107 2.105 -1.48
C 2.578 0.497 -0.948 -0.94
N 1.721 1.505 -0.456 1.68
C 2.205 2.792 -0.403 -0.30
O 3.307 3.232 -0.771 -0.80
C 1.155 3.591 0.170 0.49
C 1.239 4.943 0.490 -0.99
C 0.165 5.583 1.103 -0.29
C -1.027 4.890 1.360 -1.14
C -0.997 3.503 1.016 0.58
N 0.076 2.895 0.599 0.72
C -2.186 2.622 0.970 0.06
O -3.362 3.023 0.998 -0.79
N -1.791 1.319 0.791 1.28
C -2.753 0.327 0.838 -0.11
C -2.934 -0.398 2.021 0.90
C -4.113 -1.125 2.066 -0.67
C -4.987 -1.221 0.994 -1.62
C -4.691 -0.583 -0.201 -0.18
C -3.572 0.198 -0.334 -0.12
C -3.181 0.878 -1.651 1.74
C -4.200 1.949 -2.020 -1.65
C -3.049 -0.071 -2.878 -1.30
C -2.006 -0.346 3.206 1.82
C -2.482 0.644 4.299 -1.52
C -1.863 -1.710 3.871 -1.66
H 0.037 -0.680 -4.608 0.34
H 1.241 -1.695 -3.790 0.26
H 1.804 -0.424 -4.899 0.39
H 0.325 0.045 -2.338 -0.47
H 1.843 1.942 -4.197 0.33
H 1.014 2.481 -2.693 0.13
H 0.016 1.766 -4.007 0.44
H 3.509 -0.642 -3.974 0.11
H 5.543 -1.268 -2.644 0.44
H 5.418 -1.063 -0.139 0.36
H 2.826 0.705 1.733 -0.22
H 5.932 0.741 1.461 0.24
H 4.886 1.257 2.869 0.40
H 4.869 2.195 1.278 0.28
H 4.836 -1.705 1.728 0.23
H 3.040 -1.697 2.021 0.22
H 4.059 -0.903 3.152 0.51
H 2.071 5.541 0.140 0.48
H 0.309 6.636 1.298 0.42
H -1.893 5.313 1.811 0.55
H -4.394 -1.713 2.933 0.22
H -5.956 -1.731 1.089 0.33
H -5.328 -0.699 -1.075 0.34
H -2.165 1.315 -1.479 -0.76
H -5.165 1.467 -2.250 0.33
H -3.858 2.469 -2.927 0.45
H -4.388 2.718 -1.312 0.38
H -4.046 -0.289 -3.249 0.56
H -2.586 -1.057 -2.581 0.13
H -2.414 0.451 -3.655 0.25
H -1.043 0.079 2.820 -0.41
H -3.463 0.343 4.709 0.28
H -2.611 1.658 3.845 0.30
H -1.732 0.727 5.114 0.41
H -2.813 -2.233 4.184 0.21
H -1.211 -1.664 4.760 0.42
H -1.427 -2.411 3.133 0.33
C 1.603 -4.207 -1.189 -0.94
Si 0.381 -3.508 0.089 -0.01
C -1.290 -4.004 -0.615 -0.96
C 0.743 -4.463 1.667 -1.00
C 0.231 -1.716 0.210 1.24
C 0.150 -0.510 0.464 1.09
H 1.347 -5.273 -1.423 0.31
H 2.636 -4.117 -0.877 0.29
H 1.503 -3.647 -2.140 0.12
H -2.093 -3.239 -0.380 0.11
H -1.695 -4.986 -0.285 0.35
H -1.163 -4.135 -1.733 0.29
H 0.752 -5.589 1.441 0.28
H -0.038 -4.265 2.419 0.30
H 1.724 -4.202 2.139 0.29

43
Properties=species:S:1:pos:R:3:mulliken_charge:R:1 method="wB97M-V/def2-TZVPD" gap_ha=0.306 relative_energy_ev=5.030 lumo_ev=0.04 charge=0 e_homo_ha=-0.30405 smiles="Cc1nc(N2CCOCC2)nc(OCCN(C)C)c1[N+](=O)[O-]" fmax_ha_per_bohr=0.02299
C -1.860 1.687 -3.331 -1.25
C -1.147 1.012 -2.213 0.80
N -0.287 0.080 -2.572 -0.42
C 0.401 -0.564 -1.621 0.31
N 1.226 -1.542 -2.005 0.00
C 2.113 -2.221 -1.090 -0.48
C 3.562 -1.879 -1.462 -0.58
O 3.827 -2.198 -2.808 -0.38
C 2.972 -1.496 -3.682 -0.54
C 1.500 -1.821 -3.395 -0.64
N 0.303 -0.314 -0.306 -0.22
C -0.538 0.623 0.082 0.46
O -0.663 0.874 1.369 -0.12
C 0.108 0.085 2.266 -0.26
C 0.021 0.668 3.690 -1.27
N -1.279 0.740 4.312 0.08
C -2.069 1.889 3.913 -0.83
C -2.031 -0.493 4.261 -0.93
C -1.334 1.342 -0.856 -0.30
N -2.256 2.325 -0.422 0.85
O -3.159 2.641 -1.180 -0.61
O -2.112 2.808 0.686 -0.59
H -1.817 2.769 -3.227 0.39
H -2.912 1.409 -3.319 0.25
H -1.411 1.378 -4.271 0.36
H 1.883 -1.904 -0.075 0.29
H 1.959 -3.301 -1.190 0.29
H 4.263 -2.463 -0.865 0.36
H 3.737 -0.806 -1.287 0.34
H 3.247 -1.805 -4.691 0.36
H 3.131 -0.413 -3.575 0.32
H 0.837 -1.216 -4.010 0.42
H 1.321 -2.886 -3.581 0.27
H 1.153 0.081 1.937 0.34
H -0.261 -0.946 2.238 0.40
H 0.435 1.678 3.676 0.34
H 0.662 0.038 4.317 0.43
H -1.504 2.795 4.124 0.26
H -2.979 1.904 4.512 0.34
H -2.341 1.895 2.852 0.31
H -2.863 -0.420 4.962 0.32
H -2.444 -0.716 3.266 0.25
H -1.391 -1.318 4.572 0.30